A cluster of 2 separate species, C2H6N2O2 in total in a non-equilibrium geometry, computed with ωB97M-V with the def2-TZVPD basis set.

The geometry in XYZ format:
```
12
C2H6N2O2 (ωB97M-V with the def2-TZVPD basis set)
N 2.1984 -4.3295 -1.8110
C 1.4134 -5.1945 -1.1918
O 0.4906 -4.7599 -0.5351
H 2.1160 -3.3111 -1.7604
H 2.9338 -4.7556 -2.3805
H 1.7188 -6.2635 -1.2999
N 2.1391 4.2259 -2.8600
C 2.4509 3.4024 -3.7748
O 2.1457 3.6104 -4.9477
H 1.5447 4.9974 -3.1732
H 2.4452 4.1793 -1.8850
H 3.2655 2.7307 -3.4101
```

- Max |F|: 5.6 eV/Å
- SMILES: NC=O.NC=O
- Frontier orbital gap: 10.74 eV
- HOMO energy: -9.98 eV
- Charge: 0
- Energy above the lowest of the compared OMol25 structures with the same formula, charge and spin: 1.036 eV



A structure of composition C6H3F3NPdS4Sb2Se4 in a non-equilibrium geometry, computed with ωB97M-V with the def2-TZVPD basis set.

The geometry in XYZ format:
```
24
C6H3F3NPdS4Sb2Se4 (ωB97M-V with the def2-TZVPD basis set)
Pd 1.7085 -0.1967 0.0258
S 4.1549 1.9753 2.2344
Sb 3.8992 -0.3665 2.4163
S 3.8854 -0.6187 -0.1001
S 1.5044 -0.3331 2.5169
F -0.3883 4.3659 -0.5506
C -1.5691 3.7518 -0.5185
F -2.2642 4.2562 0.5199
F -2.2422 4.1042 -1.6337
C -1.4748 2.2521 -0.4095
C -2.6697 1.5589 -0.3098
C -2.6844 0.1773 -0.1811
C -1.4721 -0.4776 -0.1401
N -0.3278 0.1864 -0.2615
C -0.2805 1.5288 -0.3986
S 1.3766 2.0796 -0.5220
H -3.6004 2.1121 -0.3261
H -3.6087 -0.3749 -0.1078
H -1.3935 -1.5515 -0.0223
Se -0.6508 -5.1702 -1.6457
Sb 1.4985 -4.7315 -0.5010
Se 3.3485 -5.9827 -1.4621
Se 1.2306 -6.1749 1.3975
Se 2.0199 -2.3702 -0.0203
```

- <S²>: 8.7980
- Multiplicity: 6
- Max |F|: 4.9 eV/Å
- Frontier orbital gap (spin up / spin down): 5.91 / 5.41 eV
- HOMO energy (spin up / spin down): -8.42 / -8.59 eV
- Charge: 0
- Energy above the lowest of the compared OMol25 structures with the same formula, charge and spin: 0.526 eV



A structure of composition C40H42Cl2N3OP2Si2V, computed with ωB97M-V with the def2-TZVPD basis set.

The geometry in XYZ format:
```
93
C40H42Cl2N3OP2Si2V (ωB97M-V with the def2-TZVPD basis set)
V -0.2349 0.4866 -0.6528
C 0.1900 -0.6085 -4.2703
Si 1.0426 -1.6491 -2.9867
C 2.8914 -1.4507 -3.0614
C 0.6150 -3.4460 -3.1959
N 0.4620 -1.1246 -1.3466
P -0.2730 -2.0086 -0.1546
C -0.9646 -0.6234 0.6306
P -0.5295 0.4792 1.9044
N 0.3161 1.4649 0.8863
Si 0.9107 3.1539 1.1855
C 2.7460 3.1982 0.8663
C -0.0283 4.3139 0.0785
C 0.5648 3.5409 2.9719
C 0.4692 -0.2380 3.1888
C 1.8577 -0.1596 3.1058
C 2.6364 -0.7684 4.0773
C 2.0306 -1.4542 5.1212
C 0.6458 -1.5480 5.1956
C -0.1398 -0.9464 4.2277
C -2.0048 1.2157 2.5746
C -2.0749 1.6397 3.9022
C -3.2229 2.2641 4.3622
C -4.2925 2.4705 3.5015
C -4.2233 2.0536 2.1778
C -3.0829 1.4251 1.7092
C -1.5591 -3.0733 -0.7590
C -2.6570 -2.4714 -1.3817
C -3.6463 -3.2667 -1.9307
C -3.5442 -4.6520 -1.8538
C -2.4574 -5.2475 -1.2302
C -1.4556 -4.4601 -0.6827
C 0.9018 -2.8927 0.8448
C 2.2594 -2.8260 0.5423
C 3.1710 -3.5074 1.3349
C 2.7267 -4.2336 2.4300
C 1.3729 -4.2822 2.7449
C 0.4551 -3.6135 1.9545
H 0.2265 -1.1396 -5.2247
H -0.8628 -0.4290 -4.0405
H 0.6851 0.3523 -4.4213
H 3.4170 -2.1610 -2.4214
H 3.2074 -1.6570 -4.0880
H 3.2342 -0.4455 -2.8180
H 1.0878 -3.7917 -4.1193
H 0.9988 -4.0703 -2.3859
H -0.4576 -3.6204 -3.2909
H 2.9838 3.3388 -0.1873
H 3.1704 4.0512 1.4016
H 3.2624 2.3060 1.2258
H 0.3350 4.3222 -0.9501
H -1.0969 4.0838 0.0733
H 0.0812 5.3297 0.4674
H 0.9130 2.7683 3.6616
H 1.0934 4.4617 3.2305
H -0.4977 3.7115 3.1483
H 2.3238 0.3787 2.2894
H 3.7148 -0.7017 4.0244
H 2.6412 -1.9179 5.8849
H 0.1798 -2.0844 6.0111
H -1.2192 -1.0201 4.2855
H -1.2387 1.4908 4.5727
H -3.2823 2.5907 5.3915
H -5.1871 2.9584 3.8653
H -5.0607 2.2149 1.5125
H -3.0336 1.1014 0.6758
H -2.7370 -1.3909 -1.4366
H -4.4991 -2.8109 -2.4151
H -4.3207 -5.2711 -2.2831
H -2.3864 -6.3250 -1.1735
H -0.5991 -4.9243 -0.2113
H 2.5999 -2.2445 -0.3045
H 4.2256 -3.4718 1.0970
H 3.4391 -4.7672 3.0455
H 1.0347 -4.8477 3.6028
H -0.6015 -3.6562 2.1947
Cl -4.0412 2.4079 -2.8849
C -2.3968 2.7482 -3.2378
C -2.0742 3.6728 -4.2563
C -0.7736 3.9580 -4.5549
Cl -0.4058 5.0801 -5.8053
C 0.2881 3.3366 -3.8384
C 1.6620 3.5539 -4.0561
C 2.5863 2.8888 -3.2857
C 2.1428 2.0141 -2.2891
N 0.8630 1.7841 -2.0579
C -0.0630 2.4280 -2.8273
C -1.4052 2.1179 -2.5360
O -1.6334 1.2210 -1.5521
H -2.8755 4.1521 -4.8010
H 1.9798 4.2412 -4.8287
H 3.6465 3.0361 -3.4327
H 2.8515 1.4921 -1.6582
```

- Max |F|: 0.5 eV/Å
- Frontier orbital gap (spin up / spin down): 6.54 / 6.54 eV
- HOMO energy (spin up / spin down): -13.40 / -13.40 eV
- Charge: +2
- Energy above the lowest of the compared OMol25 structures with the same formula, charge and spin: 0.000 eV



A cluster of 7 separate species, C5H20O9 in total in a non-equilibrium geometry, computed with ωB97M-V with the def2-TZVPD basis set.

The geometry in XYZ format:
```
34
C5H20O9 (ωB97M-V with the def2-TZVPD basis set)
O -1.3799 -2.1628 -1.9725
C -1.3331 -1.0085 -1.5779
C -0.3754 -0.6126 -0.4806
C -0.8578 -1.1663 0.8620
C -2.0727 -0.3894 1.4057
C -1.6886 0.9896 1.8403
O -1.4775 1.9660 1.1423
O -1.5849 1.0620 3.1741
H -2.0232 -0.2769 -1.9819
H -0.2559 0.4895 -0.4469
H 0.6141 -0.9797 -0.7529
H -0.0156 -1.0946 1.5597
H -1.0764 -2.2448 0.7121
H -2.5547 -0.9240 2.2669
H -2.8646 -0.3249 0.6225
H -1.2655 1.9093 3.5311
O 0.5814 -3.6384 -0.8836
H -0.1808 -3.1282 -1.2783
H 0.6608 -4.4077 -1.4649
O 0.9803 3.0700 1.3366
H 0.0342 2.8474 1.2811
H 1.4440 2.2444 1.2472
O 2.5363 0.6793 -0.1626
H 2.5316 -0.3032 -0.1363
H 3.4640 0.9328 -0.1874
O 1.1430 2.4316 -1.7711
H 1.2303 3.0962 -1.0819
H 1.6695 1.6673 -1.4437
O -1.5548 2.0130 -1.6629
H -0.6065 2.1954 -1.8588
H -1.7323 2.1681 -0.7350
O 2.6443 -2.0251 -0.1464
H 3.4259 -2.4371 -0.5375
H 1.9405 -2.6374 -0.4185
```

- Max |F|: 1.5 eV/Å
- SMILES: O=CCCCC(=O)O.O.O.O.O.O.O
- Frontier orbital gap: 10.39 eV
- HOMO energy: -10.07 eV
- Charge: 0
- Energy above the lowest of the compared OMol25 structures with the same formula, charge and spin: 0.000 eV



A cluster of 2 separate species, C35H45BCl3N3O in total in a non-equilibrium geometry, computed with ωB97M-V with the def2-TZVPD basis set.

The geometry in XYZ format:
```
88
C35H45BCl3N3O (ωB97M-V with the def2-TZVPD basis set)
Cl 3.4222 -1.4076 1.7366
B 2.1777 -0.0345 1.7167
Cl 2.3706 1.0059 3.2344
Cl 2.4324 1.0120 0.2112
O 0.8303 -0.5806 1.6964
C -0.0836 0.3878 1.6534
C -1.4615 0.1465 1.6615
C -2.4103 1.1937 1.6244
C -3.7520 0.9096 1.6272
C -4.1895 -0.4068 1.6687
C -3.2737 -1.4473 1.7094
C -1.9294 -1.1823 1.7058
H 0.2916 1.3978 1.6110
H -2.0736 2.2152 1.5918
H -4.4755 1.7077 1.5984
H -5.2442 -0.6258 1.6680
H -3.6193 -2.4668 1.7380
H -1.2050 -1.9780 1.7274
C -4.7190 0.9519 5.0077
C -4.4353 0.1992 6.3045
C -5.6936 -0.4566 6.8661
C -3.7804 1.1012 7.3265
C -4.4111 2.2322 7.8105
C -3.7851 3.0515 8.7281
C -2.5198 2.7369 9.1828
C -1.8681 1.5991 8.7390
C -0.4674 1.2505 9.1985
C -0.2752 1.4485 10.7046
C 0.5743 2.0260 8.3945
C -2.5013 0.7885 7.7905
N -1.8420 -0.3876 7.2788
N -1.8970 -1.5717 7.8797
N -1.1940 -2.3780 7.1167
C -1.0430 -3.7858 7.4032
C -1.9376 -4.7037 6.8438
C -3.0450 -4.2178 5.9339
C -4.4182 -4.5011 6.5357
C -2.9107 -4.8008 4.5296
C -1.7945 -6.0446 7.1504
C -0.7897 -6.4746 7.9950
C 0.0871 -5.5617 8.5480
C -0.0263 -4.2118 8.2638
C 0.9109 -3.1901 8.8683
C 2.3564 -3.4448 8.4506
C 0.7574 -3.1264 10.3855
C -0.6360 -1.7383 5.9926
C 0.2669 -2.3460 5.0015
C -1.0646 -0.4213 6.0846
C -0.7877 0.6387 5.2537
H -3.8076 1.3986 4.6075
H -5.1439 0.2984 4.2443
H -5.4323 1.7569 5.1831
H -3.7106 -0.6028 6.0780
H -5.4716 -1.0008 7.7852
H -6.4440 0.2982 7.1009
H -6.1394 -1.1536 6.1540
H -5.4024 2.4720 7.4683
H -4.2874 3.9334 9.0932
H -2.0323 3.3897 9.8856
H -0.3319 0.1750 8.9886
H -1.0577 0.9394 11.2693
H 0.6909 1.0701 11.0457
H -0.3128 2.5053 10.9682
H 0.4738 1.8212 7.3291
H 0.4465 3.0995 8.5346
H 1.5929 1.7718 8.6912
H -2.9311 -3.1232 5.8578
H -4.5065 -4.0602 7.5289
H -5.2226 -4.1096 5.9126
H -4.5802 -5.5730 6.6377
H -1.9371 -4.5673 4.0987
H -3.0071 -5.8853 4.5532
H -3.6809 -4.4212 3.8576
H -2.4752 -6.7593 6.7214
H -0.6881 -7.5259 8.2154
H 0.8655 -5.9051 9.2078
H 0.6071 -2.2118 8.4569
H 2.4467 -3.4797 7.3644
H 3.0253 -2.6689 8.8248
H 2.7075 -4.3995 8.8415
H -0.2777 -2.9229 10.6630
H 1.0417 -4.0753 10.8395
H 1.3868 -2.3502 10.8224
H 0.1975 -1.8297 4.0438
H 1.3027 -2.3016 5.3457
H 0.0043 -3.3909 4.8363
H -0.0519 0.5504 4.4788
H -1.2515 1.5914 5.4098
```

- Max |F|: 4.5 eV/Å
- Frontier orbital gap: 3.98 eV
- HOMO energy: -6.11 eV
- Charge: 0
- Energy above the lowest of the compared OMol25 structures with the same formula, charge and spin: 2.124 eV